A molecular structure, C3IrLiO6 at a distorted geometry. Source: the OMol25 dataset; level of theory: wB97M-V/def2-TZVPD.

Structure (XYZ):
```
11
Properties=species:S:1:pos:R:3:forces:R:3
O 1.897261 1.190564 0.611550 3.119 -0.543 -0.577
C 0.866006 0.476118 0.618522 -8.910 4.129 1.527
O 0.891660 -0.772628 0.478176 2.484 -1.992 -0.587
C -0.449161 -2.157016 -1.884196 -0.540 -0.746 -0.706
O -0.534715 -1.188943 -2.520833 0.273 0.170 0.528
O -0.424207 -3.189671 -1.353264 0.258 0.602 0.227
Li 2.877552 -0.531058 0.419681 0.484 -0.315 0.059
C -0.495214 1.152941 0.803105 8.141 -3.928 -1.200
O -0.559759 2.409264 0.872297 -0.207 2.892 0.242
O -1.535095 0.445988 0.883748 -2.357 -1.667 0.136
Ir -2.534329 2.164442 1.071214 -2.745 1.398 0.352
```
Forces are in eV/Å.

Computed properties:
Multiplicity   6
Largest force on an atom   9.94 eV/Å
Gap between HOMO and LUMO (spin up / spin down)   4.5 / 6.6 eV
LUMO energy (spin up / spin down)   -5.94 / -8.17 eV
Energy relative to the best compared isomer or geometry (same formula, charge and spin)   88.7 kJ/mol
Total charge   +1

Here are the Mulliken charges for atoms 1 to 8, given in e:
1 O -0.614
2 C 0.850
3 O -0.651
4 C 0.766
5 O -0.393
6 O -0.369
7 Li 0.913
8 C 0.495